[1]
Below is a molecular structure, C24H48Mg2O32P2, with properties calculated with ωB97M-V/def2-TZVPD.

The geometry in XYZ format:
```
108
Properties=species:S:1:pos:R:3
Mg 0.4837 1.6385 -3.1827
Mg -1.1561 -3.0802 0.2411
P 0.6596 0.4276 -0.0630
O 0.4637 -0.6058 1.0659
O -0.2685 1.5265 -0.4541
O 0.0111 -0.4992 -1.1686
O 1.8350 0.7803 -0.8884
P -1.4652 -6.9299 -0.5244
O -1.9828 -7.9140 0.5062
O -0.7903 -6.1427 0.6697
O -2.1980 -5.6181 -0.9497
O -0.1493 -7.5677 -0.9881
C 2.4632 -0.0237 -9.1332
O 2.5771 -1.3319 -8.6221
C 2.1328 -1.6084 -7.3957
O 1.6072 -0.7793 -6.6194
O 2.1666 -2.9053 -7.1951
C 1.3816 -3.6041 -6.2674
H 3.2812 0.5833 -8.7452
H 1.5388 0.4389 -8.7875
H 2.3447 -0.1201 -10.2125
H 1.9240 -3.9863 -5.4026
H 0.7072 -4.3318 -6.7189
H 0.7115 -2.8300 -5.8935
C -5.8035 0.4698 2.5962
O -6.4686 -0.8164 2.6588
C -5.7044 -1.9005 2.6322
O -4.5528 -1.9157 2.2450
O -6.3734 -2.9333 3.1322
C -5.8706 -4.2227 2.9426
H -5.7787 0.8545 3.6157
H -6.3277 1.2274 2.0136
H -4.7630 0.3504 2.2942
H -5.7130 -4.4030 1.8792
H -6.6318 -4.9712 3.1624
H -4.9556 -4.4599 3.4853
C -4.2588 4.7437 7.7004
O -2.9470 4.7330 7.1495
C -2.2083 3.6040 7.0661
O -2.5174 2.4797 7.4137
O -0.9532 3.9629 6.5699
C -0.0307 3.0053 6.2980
H -4.3436 4.1391 8.6033
H -4.8371 4.1535 6.9895
H -4.6068 5.7732 7.7856
H 0.9550 3.4685 6.2560
H -0.2323 2.4952 5.3560
H -0.0718 2.1978 7.0291
C 3.3666 6.3233 -7.0273
O 4.2674 6.1821 -5.9285
C 3.9955 5.4061 -4.8430
O 2.9917 4.6798 -4.7026
O 5.0019 5.6184 -3.9995
C 5.1443 4.9602 -2.7480
H 3.1496 5.3378 -7.4394
H 3.7990 6.8677 -7.8668
H 2.4441 6.8093 -6.7097
H 5.8772 5.2685 -2.0024
H 5.3839 3.9432 -3.0586
H 4.1950 4.9238 -2.2135
C 2.0654 11.0622 -0.5474
O 0.9089 10.2953 -0.2551
C 0.9001 9.1678 0.4515
O 1.9351 8.6612 0.9454
O -0.2918 8.8016 0.6221
C -0.5873 7.6456 1.2766
H 2.9323 10.4687 -0.8379
H 2.3089 11.7136 0.2919
H 1.8856 11.7182 -1.3991
H -0.2258 7.5529 2.3007
H -0.0085 6.8930 0.7412
H -1.6539 7.4223 1.2497
C -0.9462 -9.9538 8.1270
O -0.7441 -8.4824 8.1907
C -0.5289 -7.7937 7.0367
O -0.0864 -8.3302 5.9811
O -0.7354 -6.4699 7.2470
C -0.6782 -5.5136 6.2298
H -0.9259 -10.2874 9.1645
H -0.1080 -10.5508 7.7675
H -1.8698 -10.3742 7.7290
H -1.5776 -5.3090 5.6489
H 0.2191 -5.5530 5.6122
H -0.2981 -4.5773 6.6386
C -4.9284 1.0615 -4.1057
O -5.0997 1.7777 -5.3847
C -4.0304 2.4020 -5.9404
O -2.8554 2.4123 -5.5341
O -4.5064 3.0529 -6.9443
C -3.6803 3.9826 -7.6384
H -4.4237 1.7205 -3.3994
H -4.4249 0.1018 -3.9889
H -5.9115 0.9376 -3.6516
H -4.3891 4.6233 -8.1630
H -3.1021 3.5555 -8.4579
H -3.0532 4.6062 -7.0013
C 7.3544 -8.9875 1.5181
O 7.0681 -7.7209 0.9874
C 6.0192 -6.9672 1.3279
O 4.9637 -7.4469 1.7734
O 6.3507 -5.6810 1.1438
C 5.5681 -4.6195 1.5741
H 6.4019 -9.4913 1.6827
H 7.8362 -8.9206 2.4936
H 7.9602 -9.4759 0.7548
H 4.4925 -4.7828 1.5063
H 5.8580 -3.7469 0.9887
H 5.7431 -4.4729 2.6400
```

## Properties
HOMO-LUMO gap (eV): 3.00
Highest occupied orbital energy (eV): -0.51
Charge: -2
Lowest unoccupied orbital energy (eV): 2.5
Energy above the lowest of the compared OMol25 structures with the same formula, charge and spin (kcal/mol): 264.0
Calculated total energy (a.u.): -4433.55703

Mulliken atomic charge list, values in e, 8 entries:
1. Mg 0.51
2. Mg 0.66
3. P 0.43
4. O -0.59
5. O -0.51
6. O -0.35
7. O -0.65
8. P 0.79

=====

[2]
Below is 5 unconnected molecules or ions with the total composition C24H48N2O17S4, with properties calculated with ωB97M-V/def2-TZVPD.

The geometry in XYZ format:
```
95
Properties=species:S:1:pos:R:3
C -5.8644 1.0116 -4.5589
C -5.0423 1.2439 -5.9913
O -3.5938 1.1377 -5.7549
C -3.0227 2.4689 -5.3699
N -1.6193 2.1949 -4.8760
C -1.0668 3.3112 -4.0173
C -0.2577 2.5556 -2.7634
C 0.7502 3.5562 -1.9443
O 1.4884 4.4142 -2.6529
O 0.8002 3.4289 -0.4595
C -0.6747 1.7774 -5.9814
O -0.5097 2.4585 -7.1433
O 0.1519 0.5555 -5.7071
C -0.8538 -0.5271 -5.4528
C -1.3474 -0.8927 -3.8986
C -2.5010 -2.0759 -3.7466
C -3.0280 -2.7660 -5.1360
N -2.5713 -2.4886 -6.5400
C -1.5319 -1.4101 -6.6546
H -6.3674 2.0094 -4.1823
H -6.6743 0.1514 -4.6774
H -5.0864 0.6222 -3.7579
H -5.3670 0.3211 -6.6737
H -5.3364 2.2483 -6.5204
H -3.0994 3.2264 -6.2586
H -3.6528 2.7972 -4.4115
H -0.3041 4.0201 -4.5521
H -1.9496 3.9053 -3.4901
H 0.3492 1.6768 -3.2962
H -1.0342 2.0087 -2.0564
H 0.7012 2.4448 -0.2208
H -0.8896 -0.2790 -3.0136
H -2.8800 -2.3247 -2.6594
H -3.8798 -3.5940 -5.0115
H -1.1458 -1.1638 -7.7578
O -2.4354 2.6719 2.1383
S -1.1025 2.4912 2.6701
O -0.1347 1.6206 2.0413
O -1.2105 2.1033 4.2504
C -1.9699 0.9582 4.6144
C -1.2508 -0.3283 4.2600
C -0.3512 4.0899 2.8710
H -2.9660 0.9950 4.1588
H -2.1130 0.9997 5.7008
H -1.1443 -0.4369 3.1781
H -1.8001 -1.1994 4.6299
H -0.2412 -0.3363 4.6860
H -1.0539 4.7538 3.3764
H -0.1189 4.4740 1.8766
H 0.5680 3.9775 3.4488
O 0.8844 -1.5295 -1.1350
S 1.6267 -2.5748 -1.8046
O 1.4431 -3.9732 -1.4871
O 3.2177 -2.2237 -1.7335
C 3.8113 -2.0353 -0.4559
C 3.9808 -3.3477 0.2836
C 1.4210 -2.3805 -3.5597
H 3.2326 -1.3175 0.1365
H 4.7992 -1.5896 -0.6232
H 3.0130 -3.7937 0.5248
H 4.5238 -3.2018 1.2223
H 4.5246 -4.0714 -0.3339
H 1.5902 -1.3362 -3.8257
H 0.3990 -2.6714 -3.8076
H 2.1274 -3.0358 -4.0723
O 7.1397 -2.6760 -0.2158
S 7.8820 -3.7212 -0.8853
O 7.6984 -5.1197 -0.5679
O 9.4730 -3.3702 -0.8143
C 10.0667 -3.1818 0.4634
C 10.2361 -4.4942 1.2028
C 7.6763 -3.5269 -2.6405
H 9.4879 -2.4640 1.0557
H 11.0545 -2.7361 0.2960
H 9.2684 -4.9401 1.4441
H 10.7791 -4.3482 2.1415
H 10.7799 -5.2178 0.5853
H 7.8456 -2.4827 -2.9064
H 6.6544 -3.8179 -2.8883
H 8.3827 -4.1823 -3.1531
O -3.5148 1.4833 7.8663
S -4.5756 1.2060 8.8095
O -5.5698 0.1838 8.5707
O -5.3342 2.6014 9.1793
C -5.8981 3.3646 8.1210
C -7.1595 2.7238 7.5767
C -3.8508 0.9024 10.4042
H -5.1605 3.5269 7.3268
H -6.1472 4.3499 8.5328
H -6.9422 1.7649 7.1004
H -7.6352 3.3667 6.8299
H -7.8729 2.5282 8.3851
H -3.1212 1.6842 10.6195
H -3.3594 -0.0709 10.3647
H -4.6432 0.8872 11.1547
```

## Properties
HOMO-LUMO gap (eV): 8.51
Highest occupied orbital energy (eV): -8.99
Charge: 0
Lowest unoccupied orbital energy (eV): -0.5
Calculated total energy (a.u.): -3924.11610

Mulliken atomic charge list, values in e, 8 entries:
1. C -0.83
2. C -0.35
3. O -0.16
4. C -0.64
5. N 0.63
6. C -0.83
7. C -0.01
8. C 0.40

=====

[3]
Below is a molecular structure, C24H48N3O2PSm, with properties calculated with ωB97M-V/def2-TZVPD.

The geometry in XYZ format:
```
79
Properties=species:S:1:pos:R:3
C 2.3805 -0.9349 -1.8169
N 1.5833 -1.5046 -0.8394
C 1.8968 -2.7478 -0.3934
C 3.0443 -3.4221 -0.7827
C 3.9424 -2.7840 -1.6430
C 3.5929 -1.5611 -2.1805
Sm 0.0589 -0.1622 0.5118
C 0.9420 -3.3753 0.6131
N 0.3417 -2.3391 1.5097
C 1.3123 -2.0571 2.6426
C 2.5123 -1.2005 2.2345
C 2.0023 0.3021 -2.4120
P 0.5474 1.2251 -2.0234
C -0.5787 1.0932 -3.5193
C -0.1269 2.0397 -4.6387
C 1.1868 2.9431 -1.5181
C -0.0127 3.8960 -1.3768
C 1.9321 2.8236 -0.1733
C 2.1748 3.4603 -2.5668
C -0.5248 -0.3449 -4.0644
C -2.0223 1.4236 -3.0849
C -0.9639 -2.8039 2.1065
C -1.9825 -3.1863 1.0407
H 3.2273 -4.4165 -0.3707
H 4.9036 -3.2441 -1.8729
H 4.2237 -1.0398 -2.8959
H 2.7125 0.6736 -3.1591
H 2.3453 3.8084 0.0928
H 1.2877 2.5258 0.6742
H 2.7855 2.1335 -0.2354
H 2.5274 4.4487 -2.2376
H 3.0467 2.8026 -2.6583
H 1.7201 3.5809 -3.5558
H 0.3405 4.8597 -0.9816
H -0.5013 4.0977 -2.3395
H -0.7770 3.5161 -0.6822
H -0.8001 1.8957 -5.4976
H -0.1806 3.0983 -4.3566
H 0.8919 1.8055 -4.9713
H 0.4798 -0.5879 -4.4288
H -0.8099 -1.0828 -3.3040
H -1.2195 -0.4337 -4.9136
H -2.1144 2.4398 -2.6793
H -2.6888 1.3479 -3.9574
H -2.3763 0.7202 -2.3198
H 0.1451 -3.9214 0.0826
H 1.4982 -4.1154 1.2224
H 0.7462 -1.5861 3.4604
H 1.6688 -3.0304 3.0223
H -1.3346 -1.9784 2.7423
H -0.7747 -3.6664 2.7751
H -2.9708 -3.3088 1.4988
H -2.1213 -2.4399 0.2505
H -1.7213 -4.1407 0.5713
H 3.0566 -0.9113 3.1428
H 3.2102 -1.7668 1.6028
H 2.2823 -0.2313 1.7229
H -1.4183 -0.4847 -0.7038
C -5.7412 -3.0218 -1.2966
H -5.8896 -4.0473 -0.9407
H -5.9454 -2.9884 -2.3807
H -6.4582 -2.3689 -0.7819
O -4.4147 -2.6397 -0.9217
H -4.0030 -2.1924 -1.6778
C -1.2270 1.6785 5.7624
N -0.4062 1.5361 4.5536
C 0.9920 1.1337 4.7480
C -0.9354 1.5998 3.3458
C -2.2183 2.3300 3.1115
O -0.3498 1.0180 2.3470
H -0.6613 1.2284 6.5883
H -2.1745 1.1379 5.6436
H -1.4388 2.7268 6.0076
H 1.0903 0.0349 4.7388
H 1.6268 1.5813 3.9695
H 1.2940 1.5065 5.7339
H -2.0817 3.0410 2.2845
H -3.0287 1.6496 2.8139
H -2.5586 2.9048 3.9857
```

## Properties
HOMO-LUMO gap (alpha / beta) (eV): 8.23 / 6.43
Highest occupied orbital energy (alpha / beta) (eV): -13.60 / -13.61
Charge: +2
Lowest unoccupied orbital energy (alpha / beta) (eV): -5.4 / -7.2
Energy above the lowest of the compared OMol25 structures with the same formula, charge and spin (kcal/mol): 9.1
Calculated total energy (a.u.): -2256.81854
Multiplicity: 7

Mulliken atomic charge list, values in e, 8 entries:
1. C 1.27
2. N 0.53
3. C 0.52
4. C -0.72
5. C -0.70
6. C -1.02
7. Sm 0.61
8. C -1.10

=====

[4]
Below is 3 unconnected molecules or ions with the total composition C24H48N4O, with properties calculated with ωB97M-V/def2-TZVPD.

The geometry in XYZ format:
```
77
Properties=species:S:1:pos:R:3
O -0.4072 -1.2980 0.0952
C 0.2867 -0.1969 0.4059
C 1.1321 0.8444 -0.5915
C 2.4628 1.0026 0.3529
C 3.7460 1.8840 -0.1611
C 3.3742 3.3423 -0.8114
C 3.0292 4.5216 0.2741
C 4.1764 4.7718 1.4186
N 3.4166 5.2015 2.6910
C 3.0070 6.6288 3.1103
C 2.2161 6.3689 4.5257
C 2.1864 4.7671 4.8882
C 3.0230 4.0932 3.6443
C 1.7817 1.3031 1.8136
N 0.5334 0.3966 1.8059
H 0.3935 1.7592 -0.6229
H 1.1860 0.1927 -1.5736
H 2.9319 -0.0832 0.4324
H 4.5250 1.9099 0.7120
H 4.2580 1.2509 -1.0341
H 2.3911 3.1761 -1.4646
H 4.2021 3.7162 -1.5843
H 2.9577 5.5358 -0.3515
H 1.9531 4.4114 0.7793
H 4.8250 3.8360 1.6889
H 4.9146 5.6629 1.1902
H 3.2276 7.6320 2.5442
H 1.7179 7.1645 5.2310
H 1.7073 4.1789 5.7871
H 3.3102 2.9752 3.4437
H 2.4725 0.8713 2.6590
H 1.3372 2.3813 1.9157
H 0.8076 -0.3451 2.4969
C -2.5067 -0.9123 2.5323
C -2.5811 -2.4075 2.8313
N -3.5348 -2.7581 3.8868
C -3.4029 -4.1452 4.3476
C -3.7134 -5.2552 3.3474
C -4.9114 -2.2950 3.6993
C -5.6439 -2.7478 2.4403
H -2.2727 -0.3385 3.4363
H -1.7161 -0.7190 1.7995
H -3.4407 -0.5317 2.1091
H -1.5791 -2.7175 3.1430
H -2.7963 -2.9405 1.8995
H -4.0234 -4.2921 5.2404
H -2.3732 -4.2872 4.6992
H -4.7886 -5.3668 3.1918
H -3.3488 -6.2117 3.7363
H -3.2324 -5.0933 2.3798
H -4.9103 -1.1983 3.7155
H -5.5136 -2.5713 4.5746
H -5.0221 -2.6811 1.5436
H -6.5191 -2.1094 2.2752
H -6.0125 -3.7715 2.5339
C -0.3214 -2.3155 -2.8562
C -0.6524 -1.4016 -4.0334
N 0.5088 -1.0319 -4.8467
C 0.2271 0.0481 -5.7995
C -0.7803 -0.2340 -6.9106
C 1.3071 -2.1376 -5.3807
C 0.6000 -3.1535 -6.2721
H 0.4446 -1.8696 -2.2114
H -1.2178 -2.4772 -2.2481
H 0.0282 -3.2982 -3.1855
H -1.0935 -0.4926 -3.6134
H -1.4329 -1.8766 -4.6366
H 1.1667 0.3862 -6.2537
H -0.1332 0.9143 -5.2303
H -0.3511 -0.8652 -7.6916
H -1.0719 0.7071 -7.3887
H -1.6929 -0.7056 -6.5383
H 1.7528 -2.6784 -4.5370
H 2.1725 -1.7361 -5.9237
H -0.3750 -3.4532 -5.8788
H 1.2099 -4.0605 -6.3503
H 0.4653 -2.7747 -7.2874
```

## Properties
HOMO-LUMO gap (eV): 8.31
Highest occupied orbital energy (eV): -7.79
Charge: 0
Lowest unoccupied orbital energy (eV): 0.5
Calculated total energy (a.u.): -1237.13941

Mulliken atomic charge list, values in e, 8 entries:
1. O -0.60
2. C 0.29
3. C -0.47
4. C 0.28
5. C -0.68
6. C -0.63
7. C -0.37
8. C -0.66